1.
Below is an isolated ion of composition H2NO2S and charge -1 in a non-equilibrium geometry, with properties calculated with ωB97M-V with the def2-TZVPD basis set.

Values from the calculation:
- net charge = -1
- relative energy (zero: lowest compared OMol25 entry of this formula, charge and spin) (eV) = 4.266
- HOMO (spin up / spin down) (eV) = -1.9 / -2.1
- electronic energy (Ha) = -604.4966
- HOMO-LUMO gap (spin up / spin down) (eV) = 6.08 / 6.22

Element x y z (Å)
N1 -0.414 -1.256 -0.823
O1 0.495 -0.381 -0.547
O2 -1.548 0.848 0.863
S1 -0.054 0.880 0.973
H1 -0.276 -2.117 -0.245
H2 0.378 1.867 0.081

2.
Below is a 5-piece molecular cluster, C32H66F3N2O22P2S7 overall in a non-equilibrium geometry, with properties calculated with ωB97M-V with the def2-TZVPD basis set.

Values from the calculation:
- net charge = +1
- HOMO (eV) = -11.0
- electronic energy (Ha) = -6792.8488
- HOMO-LUMO gap (eV) = 7.74

Element x y z (Å)
C1 12.070 -0.901 3.067
O1 11.004 -0.454 2.233
C2 10.050 -1.498 1.985
C3 8.599 -0.977 1.808
C4 8.477 0.262 0.847
C5 8.476 1.648 1.570
C6 7.044 2.072 2.108
C7 6.980 3.635 2.288
C8 6.005 4.087 3.440
C9 4.488 4.232 2.950
C10 3.734 2.956 3.442
C11 2.284 2.790 2.797
C12 2.496 2.317 1.332
C13 1.279 2.266 0.350
C14 -0.151 1.827 0.847
C15 -0.753 3.200 1.450
C16 -1.573 3.131 2.773
C17 -2.023 4.634 3.059
C18 -0.809 2.701 4.071
C19 -1.079 1.590 -0.467
P1 -0.636 2.561 -2.001
S1 0.622 1.681 -3.191
N1 -1.262 0.153 -0.829
C20 -2.190 -0.116 -1.977
S2 -3.876 0.572 -1.797
O2 -4.173 1.630 -2.728
O3 -4.810 -0.534 -1.923
C21 -1.714 -0.747 0.297
C22 -1.618 0.029 1.689
P2 -2.075 -1.025 3.160
O4 -2.241 -2.573 2.590
O5 -3.584 -0.599 3.687
S3 -0.902 -0.977 4.671
N2 -0.293 0.651 1.691
C23 0.754 -0.316 1.738
O6 1.358 -0.691 0.452
C24 2.123 -1.807 0.528
F1 2.813 -1.883 -0.643
F2 1.346 -2.935 0.559
F3 3.033 -1.795 1.505
H1 12.283 -1.992 2.956
H2 13.019 -0.371 2.808
H3 11.853 -0.706 4.152
H4 10.126 -2.218 2.845
H5 10.399 -2.065 1.078
H6 8.025 -1.817 1.337
H7 8.137 -0.751 2.803
H8 9.395 0.245 0.199
H9 7.623 0.122 0.137
H10 9.245 1.629 2.375
H11 8.720 2.411 0.785
H12 6.906 1.541 3.081
H13 6.315 1.705 1.341
H14 8.005 3.943 2.618
H15 6.669 4.168 1.362
H16 6.018 3.264 4.204
H17 6.352 4.999 3.980
H18 4.108 5.144 3.472
H19 4.528 4.342 1.844
H20 3.554 3.077 4.541
H21 4.307 2.008 3.316
H22 1.793 3.775 2.938
H23 1.819 1.956 3.371
H24 2.954 1.294 1.372
H25 3.283 2.957 0.858
H26 1.201 3.307 -0.052
H27 1.568 1.579 -0.487
H28 -1.400 3.723 0.692
H29 0.064 3.940 1.637
H30 -2.538 2.571 2.749
H31 -1.084 5.249 3.073
H32 -2.511 4.746 4.049
H33 -2.633 5.050 2.222
H34 -1.582 2.574 4.872
H35 -0.141 3.530 4.409
H36 -0.260 1.744 4.008
H37 -2.088 1.966 -0.148
H38 -0.253 3.876 -1.595
H39 -1.861 2.744 -2.722
H40 -0.337 -0.176 -1.180
H41 -2.303 -1.230 -2.007
H42 -1.776 0.153 -2.980
H43 -3.989 1.008 -0.475
H44 -1.074 -1.664 0.295
H45 -2.762 -1.108 0.202
H46 -2.459 0.768 1.635
H47 -1.558 -3.146 2.984
H48 -4.234 -0.628 2.953
H49 1.576 0.065 2.397
H50 0.486 -1.290 2.221
C25 -5.185 0.748 -7.972
C26 -4.233 -0.261 -7.357
O7 -3.379 0.508 -6.508
S4 -4.210 1.745 -5.911
O8 -4.656 1.375 -4.610
O9 -3.485 2.938 -6.164
O10 -5.466 1.675 -6.918
H51 -4.712 1.292 -8.792
H52 -6.104 0.286 -8.328
H53 -3.650 -0.792 -8.106
H54 -4.766 -0.982 -6.732
C27 -6.502 -1.558 0.315
C28 -7.988 -1.268 0.308
O11 -8.443 -1.661 1.610
S5 -7.274 -1.405 2.687
O12 -7.503 -0.157 3.323
O13 -7.056 -2.604 3.411
O14 -6.055 -1.209 1.634
H55 -6.307 -2.622 0.160
H56 -5.962 -0.980 -0.433
H57 -8.516 -1.818 -0.468
H58 -8.183 -0.198 0.191
C29 0.477 -4.189 -3.558
C30 -0.761 -4.961 -3.143
O15 -1.829 -4.365 -3.888
S6 -1.261 -3.855 -5.315
O16 -1.547 -4.841 -6.290
O17 -1.616 -2.487 -5.481
O18 0.308 -3.939 -4.954
H59 0.535 -3.225 -3.043
H60 1.392 -4.749 -3.380
H61 -0.954 -4.896 -2.074
H62 -0.689 -6.012 -3.435
C31 -6.339 -4.784 -3.512
C32 -6.058 -4.827 -2.023
O19 -7.321 -4.571 -1.404
S7 -8.498 -5.179 -2.333
O20 -8.858 -6.452 -1.826
O21 -9.447 -4.151 -2.573
O22 -7.619 -5.397 -3.668
H63 -6.408 -3.755 -3.873
H64 -5.588 -5.320 -4.090
H65 -5.322 -4.084 -1.718
H66 -5.723 -5.819 -1.710

3.
Below is one molecule with the formula C3H4N2O2 in a non-equilibrium geometry, with properties calculated with ωB97M-V with the def2-TZVPD basis set.

Values from the calculation:
- relative energy (zero: lowest compared OMol25 entry of this formula, charge and spin) (eV) = 7.253
- HOMO (eV) = -9.3
- electronic energy (Ha) = -376.4973
- HOMO-LUMO gap (eV) = 9.86
- SMILES = O=[N+]([O-])N1C=CC1

Element x y z (Å)
O1 -1.470 -0.999 -1.601
N1 -0.780 -0.034 -1.610
O2 -0.345 0.662 -2.459
N2 -0.433 0.441 -0.163
C1 -0.755 -0.423 0.901
C2 0.494 -0.409 1.461
C3 1.036 0.516 0.208
H1 -1.714 -0.752 0.995
H2 1.031 -0.664 2.333
H3 1.291 1.494 0.518
H4 1.646 0.169 -0.581